No. 1
C4H7NO | wB97M-V/def2-TZVPD

The molar mass is 85.11 g mol⁻¹. As for the energy above the lowest of the compared OMol25 structures with the same formula, charge and spin: 35.8 kcal per mole. The total energy comes out at -7798.0924 eV. As for the LUMO energy: 1.069 eV. Its SMILES is [H]/N=C(/O)C1CC1. The value obtained for the HOMO energy is -9.870 eV.

```
! RIJCOSX wB97M-V def2-TZVPD def2/J DEFGRID3
* xyz 0 1
H 2.444 -1.145 0.832
N 2.327 -0.372 0.202
C 1.155 0.035 -0.094
O 1.218 1.086 -0.934
C -0.189 -0.439 0.325
C -1.376 -0.342 -0.609
C -1.308 0.549 0.583
H 2.210 1.063 -0.935
H -0.148 -1.310 0.972
H -1.204 0.104 -1.583
H -2.081 -1.170 -0.600
H -1.964 0.343 1.425
H -1.086 1.598 0.417
*
```

natural (NBO) population analysis, charges in e, atoms 1 to 2: atom 1 (H): 0.357, atom 2 (N): -0.777

---

No. 2
C12H73BrF3N2O29S | wB97M-V/def2-TZVPD

The molar mass is 878.67 g mol⁻¹. The total energy comes out at -165011.2590 eV. As for the LUMO energy: -3.002 eV. The value obtained for the HOMO energy is -11.514 eV.

```
! RIJCOSX wB97M-V def2-TZVPD def2/J DEFGRID3
* xyz 1 1
C 3.584 1.348 2.028
C 2.196 1.858 2.401
Br 2.480 3.603 3.252
C 1.268 1.980 1.225
C 1.203 0.646 0.455
C 1.905 0.880 -0.876
N 1.888 -0.436 -1.599
C 0.474 -0.767 -1.872
C -0.259 -1.044 -0.576
C -1.701 -1.247 -1.011
C -2.687 -1.634 0.065
C -3.042 -0.526 1.019
S -3.951 0.785 0.279
O -3.309 1.992 0.669
O -5.319 0.735 0.602
O -3.816 0.624 -1.290
C 0.303 -2.223 0.174
O 0.239 -3.416 -0.620
C 1.382 -3.981 -0.963
F 2.137 -3.205 -1.789
F 2.180 -4.245 0.083
F 1.124 -5.117 -1.591
N -0.155 0.165 0.269
H 3.856 0.530 2.669
H 3.597 0.962 1.021
H 4.346 2.095 2.117
H 1.784 1.241 3.175
H 0.291 2.238 1.590
H 1.548 2.787 0.571
H 1.775 -0.050 1.049
H 2.912 1.226 -0.742
H 1.351 1.613 -1.434
H 2.292 -1.092 -0.940
H 2.430 -0.436 -2.465
H 0.026 0.059 -2.384
H 0.406 -1.596 -2.546
H -1.997 -0.373 -1.562
H -1.713 -2.060 -1.723
H -3.590 -1.920 -0.447
H -2.400 -2.496 0.639
H -2.207 -0.069 1.510
H -3.686 -0.911 1.785
H -3.746 1.533 -1.599
H -0.304 -2.374 1.041
H 1.288 -1.997 0.549
H -0.731 0.911 -0.101
O -1.216 2.335 -2.547
H -2.031 2.840 -2.497
H -0.989 2.369 -3.482
O 2.445 4.200 6.661
H 2.795 3.975 5.794
H 2.214 5.137 6.588
O 0.269 2.118 5.138
H 0.383 2.170 6.093
H -0.269 2.887 4.928
O -2.765 5.680 4.251
H -3.342 5.019 3.859
H -2.501 6.235 3.510
O 4.425 5.881 4.449
H 5.185 5.700 5.012
H 4.769 6.459 3.763
O 3.848 -1.992 0.856
H 3.583 -2.833 0.460
H 4.223 -1.481 0.131
O -1.803 -2.235 -3.871
H -1.095 -2.872 -4.013
H -2.337 -2.312 -4.670
O -3.911 -4.262 -4.258
H -4.860 -4.077 -4.309
H -3.792 -4.542 -3.350
O -5.001 -4.400 -7.295
H -4.458 -3.982 -7.969
H -4.480 -4.329 -6.488
O -0.316 5.099 -3.075
H 0.310 4.463 -2.724
H -0.403 5.758 -2.369
O -0.607 5.364 1.814
H -1.196 4.877 2.405
H 0.220 5.371 2.298
O 3.422 4.917 9.407
H 2.889 4.730 8.626
H 4.148 5.441 9.056
O 1.301 -3.338 3.031
H 1.822 -3.478 2.237
H 1.794 -2.671 3.524
O -8.145 -3.920 -7.813
H -8.392 -3.584 -6.941
H -7.259 -4.279 -7.696
O 0.481 7.367 -1.427
H 1.080 7.354 -0.676
H 0.973 7.808 -2.127
O -5.996 -3.663 -2.707
H -6.241 -3.935 -1.817
H -6.433 -2.811 -2.819
O 3.718 -0.472 -4.026
H 3.496 -1.312 -4.449
H 4.027 0.083 -4.750
O -9.594 -3.507 -5.349
H -10.536 -3.326 -5.415
H -9.465 -3.803 -4.444
O 5.160 -2.558 3.401
H 5.886 -3.178 3.293
H 4.673 -2.584 2.569
O 3.414 -4.016 -4.192
H 3.121 -3.959 -3.277
H 4.274 -4.446 -4.139
O -5.340 -7.275 -6.090
H -5.001 -6.407 -6.337
H -5.461 -7.230 -5.139
O 6.161 5.533 7.932
H 6.814 4.828 7.952
H 6.312 6.015 8.752
O 0.461 -6.544 3.551
H 0.782 -5.657 3.358
H 0.316 -6.541 4.501
O 4.890 -3.759 -7.181
H 4.595 -3.710 -6.268
H 5.752 -4.183 -7.141
O 1.206 6.786 7.623
H 1.105 6.402 8.501
H 0.841 7.671 7.703
*
```

Mulliken population analysis, charges in e, atoms 1 to 2: atom 1 (C): -0.975, atom 2 (C): 0.363

---

No. 3
H22Na6O31S5 | wB97M-V/def2-TZVPD

The molar mass is 816.42 g mol⁻¹. The total energy comes out at -144513.7314 eV. As for the LUMO energy: 4.128 eV. The value obtained for the HOMO energy is 2.600 eV.

```
! RIJCOSX wB97M-V def2-TZVPD def2/J DEFGRID3
* xyz -4 1
Na 0.215 3.658 -0.299
Na -0.302 -3.910 0.577
Na -2.206 3.821 1.925
Na 3.013 1.616 0.803
Na -0.123 0.056 0.142
Na 1.931 -0.156 3.711
S 0.148 2.049 2.737
O -0.290 2.034 1.339
O 1.606 2.159 2.785
O -0.429 3.185 3.417
O -0.241 0.779 3.308
S -0.127 3.170 -4.248
O 0.568 4.504 -4.316
O 0.482 2.241 -5.208
O 0.095 2.680 -2.911
O -1.532 3.371 -4.540
S 5.214 1.217 -1.727
O 5.561 2.359 -2.544
O 5.158 1.498 -0.339
O 3.930 0.750 -2.245
O 6.174 0.096 -1.832
S -1.178 -4.032 3.886
O -1.782 -5.306 4.147
O -2.188 -3.118 3.361
O -0.510 -3.506 5.081
O -0.182 -4.271 2.848
S 2.531 -1.819 1.304
O 2.831 -2.071 2.717
O 1.751 -2.880 0.676
O 1.904 -0.490 1.284
O 3.859 -1.740 0.679
O 1.690 1.366 -1.374
H 2.578 1.176 -1.677
H 1.277 1.817 -2.111
O 3.172 -1.810 -2.076
H 3.405 -1.744 -1.150
H 3.397 -0.954 -2.441
O -0.959 -1.380 2.011
H -0.755 -0.657 2.604
H -1.435 -2.009 2.554
O 0.441 -0.312 -4.220
H 1.360 -0.517 -4.391
H 0.370 0.628 -4.389
O -1.951 -3.232 -1.051
H -2.616 -2.640 -0.699
H -1.373 -2.667 -1.562
O -3.447 1.364 2.106
H -3.639 1.295 1.171
H -3.401 0.457 2.409
O 0.121 -1.932 -1.965
H 0.122 -1.431 -2.781
H 0.990 -2.333 -1.929
O -2.002 0.104 5.096
H -1.414 0.228 4.350
H -2.220 0.992 5.379
O -4.056 1.917 -0.419
H -3.463 2.315 -1.056
H -4.932 2.116 -0.750
O -1.491 0.967 -1.579
H -2.079 0.372 -2.043
H -1.042 1.450 -2.272
O -3.808 -1.087 -0.790
H -4.116 -0.186 -0.689
H -4.606 -1.615 -0.781
*
```

natural (NBO) population analysis, charges in e, atoms 1 to 2: atom 1 (Na): 0.962, atom 2 (Na): 0.951